# C5H14

2 unconnected molecules or ions with the total composition C5H14 at a distorted geometry (ωB97M-V/def2-TZVPD, the OMol25 dataset).

Each atom is followed by the atoms it is bonded to, with distances in Å.
Element x y z (Å)
1 C -0.467 -1.817 -0.897  C2 1.535, H3 1.080, H4 1.092, H5 1.089
2 C -1.151 -2.937 -1.694  C1 1.535, H6 1.094, H7 1.091, H8 1.086
3 H -1.037 -0.903 -0.821  C1 1.080
4 H -0.277 -2.184 0.114  C1 1.092
5 H 0.521 -1.665 -1.329  C1 1.089
6 H -1.943 -3.437 -1.129  C2 1.094
7 H -0.437 -3.748 -1.841  C2 1.091
8 H -1.595 -2.625 -2.635  C2 1.086
9 C 0.457 1.905 0.365  C10 1.587, C11 1.521, H12 1.091, H13 1.091
10 C 1.447 0.759 0.837  C9 1.587, H14 1.078, H15 1.096, H18 1.086
11 C -0.160 2.665 1.529  C9 1.521, H16 1.091, H17 1.091, H19 1.086
12 H -0.210 1.445 -0.366  C9 1.091
13 H 0.999 2.578 -0.302  C9 1.091
14 H 1.399 0.754 1.914  C10 1.078
15 H 1.020 -0.162 0.425  C10 1.096
16 H 0.378 3.598 1.704  C11 1.091
17 H -0.111 2.156 2.494  C11 1.091
18 H 2.385 0.796 0.290  C10 1.086
19 H -1.218 2.822 1.342  C11 1.086

Properties
E_tot = -5411.3793 eV
HOMO = -10.96 eV
2S+1 = 1
total charge = 0
energy relative to the best compared isomer or geometry (same formula, charge and spin) = 15.5 kcal/mol

# C5H14

2 unconnected molecules or ions with the total composition C5H14 at a distorted geometry (ωB97M-V/def2-TZVPD, the OMol25 dataset).

Each atom is followed by the atoms it is bonded to, with distances in Å.
Element x y z (Å)
1 C -1.261 -0.160 2.302  C2 1.534, H3 1.096, H4 1.085, H5 1.092
2 C -2.357 -0.366 1.249  C1 1.534, H6 1.083, H7 1.087, H8 1.084
3 H -1.734 -0.078 3.287  C1 1.096
4 H -0.557 -0.977 2.421  C1 1.085
5 H -0.711 0.774 2.170  C1 1.092
6 H -3.308 -0.681 1.661  C2 1.083
7 H -2.044 -1.085 0.496  C2 1.087
8 H -2.467 0.513 0.623  C2 1.084
9 C 0.742 0.231 -0.978  C10 1.529, C11 1.495, H12 1.099, H13 1.090
10 C 1.840 1.291 -1.090  C9 1.529, H14 1.107, H15 1.093, H18 1.102
11 C 1.150 -1.022 -1.684  C9 1.495, H16 1.091, H17 1.102, H19 1.093
12 H 0.399 0.190 0.064  C9 1.099
13 H -0.124 0.713 -1.430  C9 1.090
14 H 1.932 1.602 -2.149  C10 1.107
15 H 2.827 0.949 -0.768  C10 1.093
16 H 1.334 -0.879 -2.750  C11 1.091
17 H 2.129 -1.338 -1.291  C11 1.102
18 H 1.643 2.258 -0.600  C10 1.102
19 H 0.569 -1.935 -1.533  C11 1.093

Properties
E_tot = -5411.6375 eV
HOMO = -11.19 eV
2S+1 = 1
total charge = 0
energy relative to the best compared isomer or geometry (same formula, charge and spin) = 9.5 kcal/mol

# C5H14

2 unconnected molecules or ions with the total composition C5H14 at a distorted geometry (ωB97M-V/def2-TZVPD, the OMol25 dataset).

Each atom is followed by the atoms it is bonded to, with distances in Å.
Element x y z (Å)
1 C -0.474 0.416 -1.083  C2 1.544, C3 1.508, H4 1.091, H5 1.129
2 C -0.467 1.958 -1.153  C1 1.544, H6 1.054, H7 1.096, H10 1.159
3 C -1.908 -0.034 -1.206  C1 1.508, H8 1.052, H9 1.149, H11 1.129
4 H 0.182 0.101 -1.895  C1 1.091
5 H -0.127 0.119 -0.050  C1 1.129
6 H -1.117 2.365 -0.430  C2 1.054
7 H -0.709 2.359 -2.144  C2 1.096
8 H -2.211 0.191 -2.187  C3 1.052
9 H -2.180 -1.119 -0.944  C3 1.149
10 H 0.535 2.471 -0.880  C2 1.159
11 H -2.638 0.589 -0.610  C3 1.129
12 C 1.018 -0.949 2.158  C13 1.487, H14 1.109, H15 1.201, H16 1.140
13 C 1.755 -1.460 0.971  C12 1.487, H17 1.067, H18 1.115, H19 1.187
14 H 1.172 -1.513 3.099  C12 1.109
15 H 1.304 0.197 2.373  C12 1.201
16 H -0.108 -1.038 2.000  C12 1.140
17 H 1.203 -1.328 0.068  C13 1.067
18 H 2.042 -2.534 1.054  C13 1.115
19 H 2.729 -0.792 0.859  C13 1.187

Properties
E_tot = -5411.0501 eV
HOMO = -11.29 eV
2S+1 = 1
total charge = 0
energy relative to the best compared isomer or geometry (same formula, charge and spin) = 23.1 kcal/mol

# C5H14

2 unconnected molecules or ions with the total composition C5H14 at a distorted geometry (ωB97M-V/def2-TZVPD, the OMol25 dataset).

Each atom is followed by the atoms it is bonded to, with distances in Å.
Element x y z (Å)
1 C -1.970 -1.136 -0.376  C2 1.545, H3 1.079, H4 1.087, H5 1.094
2 C -2.390 -1.902 -1.651  C1 1.545, H6 1.086, H7 1.083, H8 1.087
3 H -1.134 -0.508 -0.643  C1 1.079
4 H -2.804 -0.505 -0.080  C1 1.087
5 H -1.823 -1.816 0.468  C1 1.094
6 H -2.565 -1.196 -2.457  C2 1.086
7 H -1.641 -2.620 -1.961  C2 1.083
8 H -3.340 -2.406 -1.492  C2 1.087
9 C 1.511 0.940 0.140  C10 1.527, C11 1.520, H12 1.089, H13 1.101
10 C 1.287 2.353 0.674  C9 1.527, H14 1.091, H15 1.083, H18 1.091
11 C 1.915 -0.034 1.234  C9 1.520, H16 1.084, H17 1.105, H19 1.094
12 H 0.700 0.531 -0.460  C9 1.089
13 H 2.310 0.983 -0.616  C9 1.101
14 H 2.133 2.597 1.319  C10 1.091
15 H 0.403 2.421 1.297  C10 1.083
16 H 2.351 -0.967 0.896  C11 1.084
17 H 2.657 0.430 1.908  C11 1.105
18 H 1.308 3.102 -0.118  C10 1.091
19 H 1.092 -0.268 1.917  C11 1.094

Properties
E_tot = -5411.8413 eV
HOMO = -11.23 eV
2S+1 = 1
total charge = 0
energy relative to the best compared isomer or geometry (same formula, charge and spin) = 4.8 kcal/mol

# C5H14

2 unconnected molecules or ions with the total composition C5H14 at a distorted geometry (ωB97M-V/def2-TZVPD, the OMol25 dataset).

Each atom is followed by the atoms it is bonded to, with distances in Å.
Element x y z (Å)
1 C -2.670 -1.568 0.471  C2 1.624, H3 1.094, H4 1.047, H5 1.106
2 C -3.667 -1.333 1.732  C1 1.624, H6 1.081, H7 1.121, H8 1.091
3 H -1.637 -1.462 0.818  C1 1.094
4 H -2.813 -2.411 -0.133  C1 1.047
5 H -2.796 -0.756 -0.269  C1 1.106
6 H -4.618 -0.836 1.596  C2 1.081
7 H -3.104 -0.720 2.482  C2 1.121
8 H -3.874 -2.289 2.214  C2 1.091
9 C 1.362 0.217 -0.280  C10 1.606, H12 1.172, H13 1.131, H14 1.068
10 C 2.612 0.595 -1.216  C9 1.606, C11 1.530, H15 1.133, H16 1.115
11 C 2.854 2.094 -1.028  C10 1.530, H17 1.099, H18 1.163, H19 1.056
12 H 1.877 -0.502 0.488  C9 1.172
13 H 1.214 1.177 0.300  C9 1.131
14 H 0.444 0.046 -0.799  C9 1.068
15 H 3.543 0.020 -0.923  C10 1.133
16 H 2.488 0.415 -2.310  C10 1.115
17 H 3.588 2.310 -1.817  C11 1.099
18 H 3.258 2.472 -0.005  C11 1.163
19 H 1.939 2.531 -1.322  C11 1.056

Properties
E_tot = -5410.7027 eV
HOMO = -10.82 eV
2S+1 = 1
total charge = 0
energy relative to the best compared isomer or geometry (same formula, charge and spin) = 31.1 kcal/mol

# C5H14

2 unconnected molecules or ions with the total composition C5H14 at a distorted geometry (ωB97M-V/def2-TZVPD, the OMol25 dataset).

Each atom is followed by the atoms it is bonded to, with distances in Å.
Element x y z (Å)
1 C 2.668 -0.686 0.337  C2 1.542, H3 1.082, H4 1.084, H5 1.093
2 C 2.256 -1.970 -0.411  C1 1.542, H6 1.097, H7 1.092, H8 1.091
3 H 3.666 -0.718 0.753  C1 1.082
4 H 2.774 0.154 -0.340  C1 1.084
5 H 1.883 -0.476 1.068  C1 1.093
6 H 1.690 -1.754 -1.326  C2 1.097
7 H 3.213 -2.411 -0.698  C2 1.092
8 H 1.613 -2.674 0.118  C2 1.091
9 C -2.392 0.760 -0.053  C10 1.524, C11 1.566, H12 1.097, H13 1.094
10 C -2.001 2.231 0.034  C9 1.524, H14 1.103, H18 1.096, H19 1.087
11 C -1.165 -0.179 0.206  C9 1.566, H15 1.092, H16 1.086, H17 1.096
12 H -3.145 0.588 0.725  C9 1.097
13 H -2.776 0.481 -1.038  C9 1.094
14 H -1.009 2.385 -0.424  C10 1.103
15 H -0.349 0.436 -0.179  C11 1.092
16 H -1.032 -0.719 1.139  C11 1.086
17 H -1.300 -0.941 -0.570  C11 1.096
18 H -2.649 2.986 -0.425  C10 1.096
19 H -1.944 2.505 1.084  C10 1.087

Properties
E_tot = -5411.3327 eV
HOMO = -11.37 eV
2S+1 = 1
total charge = 0
energy relative to the best compared isomer or geometry (same formula, charge and spin) = 16.5 kcal/mol